94
Properties=species:S:1:pos:R:3:forces:R:3 method="wB97M-V/def2-TZVPD" charge=-1 relative_energy_ev=6.160 max_force_ha_per_bohr=0.080 spin_multiplicity=1 homo_lumo_gap_ha=0.231 lumo_energy_ev=1.9 total_energy_ha=-2352.6549
O 20.2862 2.1837 18.5864 -0.124 0.334 0.291
O 16.8939 2.2523 11.2241 0.911 -1.323 0.583
O 9.9252 2.2310 5.9420 -0.019 0.259 0.148
O 14.5832 5.5539 2.3247 -0.063 0.313 0.744
O 24.4996 -1.3763 12.1705 -0.005 -1.103 -0.601
O 21.8993 -1.5587 5.6547 -0.572 -1.493 -0.719
O 15.3538 8.3567 2.0857 -0.093 -0.351 0.684
O 12.6001 1.1337 5.2012 -0.712 0.676 0.431
O 16.9206 3.5165 9.4338 2.074 -1.322 -1.228
O 22.4875 9.2129 13.5613 -0.300 0.413 0.532
O 18.3040 0.9446 16.7795 0.190 0.442 0.094
O 15.5976 3.9182 10.9237 -2.821 1.220 2.734
O 10.9450 7.4390 12.6794 0.659 0.336 0.097
O 8.3621 8.6994 13.0900 -0.641 1.380 -0.756
O 22.4152 0.1721 10.4023 0.547 -0.725 0.091
O 19.3730 -0.7984 3.8845 -1.503 -1.475 -0.188
O 19.6818 9.0772 13.2086 -0.141 -0.089 1.081
O 11.9822 -3.2957 14.1492 0.077 0.589 0.197
O 10.6354 -0.8527 13.8705 -0.811 1.788 0.143
O 23.7649 5.9748 4.3321 1.434 -1.378 0.529
O 20.6299 6.5607 6.1868 0.590 0.894 -0.596
N 16.4904 3.1935 10.5592 -0.111 1.375 -2.089
C 20.5093 8.0612 12.7241 1.269 1.522 -2.619
C 11.6193 -1.2370 12.9504 -0.019 -1.425 0.146
C 18.8968 2.4702 18.5503 -0.712 -0.462 -0.277
C 9.7228 6.8060 12.5401 -1.584 -1.174 0.528
C 20.2580 0.0136 4.5441 1.349 1.032 -0.833
C 16.2423 7.2293 1.9607 -0.085 0.104 0.127
C 18.3978 2.3320 17.1048 -0.138 0.075 0.450
C 11.0539 2.3455 6.8159 0.226 -1.814 -1.607
C 15.8341 6.0131 2.8425 0.041 0.455 -1.544
C 12.0827 1.1690 6.5530 0.570 0.986 0.074
C 21.6650 -0.6346 4.5887 -0.215 1.840 2.210
C 21.8724 8.7772 12.3411 0.484 -1.579 1.035
C 23.5126 0.6117 11.2047 -0.082 0.566 -0.088
C 12.6063 -2.0573 13.7350 0.789 -0.567 -0.420
C 21.8753 5.9335 5.8805 0.064 -0.894 0.773
C 22.4637 6.3968 4.5325 -1.471 0.673 0.063
C 8.6126 7.3900 13.4825 1.422 -0.661 -0.880
C 24.7190 -0.3231 11.2666 -0.496 1.050 -0.077
H 23.1971 0.7544 12.2382 -0.193 0.309 0.126
H 18.7226 3.4317 19.0332 -0.178 0.457 -0.541
H 11.5430 6.7490 12.3829 0.747 0.447 0.060
H 11.7503 0.1561 6.7800 -0.801 0.140 0.271
H 20.2123 9.3897 13.9452 -0.367 0.674 0.457
H 21.8770 -1.0571 3.6066 0.090 -0.286 0.364
H 19.1114 2.8287 16.4474 0.218 0.058 -0.050
H 21.7912 6.0232 3.7604 -0.105 0.088 -0.275
H 13.5051 -2.3119 13.1732 -0.067 -0.065 -0.248
H 22.3694 0.1439 4.8814 0.190 0.613 -1.030
H 9.8730 5.7381 12.6987 -0.279 -0.354 1.010
H 23.8033 1.5676 10.7690 0.384 0.239 0.296
H 13.1609 0.3601 5.1083 0.022 0.005 0.165
H 18.3228 0.9175 15.8200 -0.086 -0.315 -0.120
H 17.2490 7.5546 2.2229 0.181 -0.217 0.115
H 12.9014 1.3635 7.2457 0.229 0.041 0.123
H 18.3407 1.7996 19.2053 0.230 -0.525 -0.188
H 24.1938 -0.9983 12.9983 -0.011 0.068 0.001
H 12.0956 -0.4321 12.3905 -0.213 0.531 0.676
H 10.3361 -1.5899 14.4076 0.231 -0.324 -0.380
H 21.6890 4.8637 5.9738 0.222 -0.350 -0.936
H 7.7086 6.7863 13.4026 0.076 -0.299 0.112
H 23.3452 9.5671 13.3152 0.014 0.103 0.222
H 20.3000 0.8893 3.8964 0.584 0.236 -0.104
H 15.8949 6.2621 3.9019 -0.718 0.332 0.116
H 16.2111 7.0324 0.8891 0.250 -0.880 0.058
H 20.0271 5.9713 6.6459 0.246 -0.218 -0.019
H 9.6186 1.3213 5.9486 0.021 -0.066 0.047
H 11.8785 -3.2345 15.1016 0.011 -0.255 0.026
H 9.4337 6.7126 11.4933 -0.660 1.054 -0.318
H 8.9595 7.4818 14.5117 0.218 -0.840 0.158
H 22.5129 7.4845 4.4810 -0.803 0.260 0.275
H 7.4299 8.8910 13.2162 0.071 0.106 -0.016
H 12.9514 -1.4919 14.6007 -0.139 0.098 0.078
H 20.6306 3.0474 18.3479 0.789 -0.193 -0.039
H 20.0547 7.7900 11.7712 0.059 -0.546 0.043
H 22.6202 6.0432 6.6688 0.133 0.807 0.180
H 25.6173 0.1890 11.6114 -0.074 0.727 -0.022
H 21.7012 -1.1825 6.5155 -0.080 0.380 -0.141
H 24.9530 -0.5707 10.2312 -0.141 -1.163 0.169
H 16.4901 5.1487 2.7396 0.828 0.379 -0.316
H 20.6131 7.1840 13.3627 0.221 0.148 0.166
H 19.8161 0.4389 5.4452 0.457 -0.433 0.707
H 24.1383 6.2995 3.5094 -0.345 0.102 0.033
H 22.6274 8.0903 11.9586 -0.473 -0.470 -0.748
H 21.5848 0.4105 10.8208 0.026 0.036 0.067
H 15.8821 9.1532 1.9956 -0.031 -0.033 0.062
H 21.8086 9.6368 11.6738 -0.776 -0.176 -0.168
H 17.4373 2.8109 16.9149 -0.214 0.136 0.338
H 11.4896 3.3135 6.5684 0.223 -0.173 0.189
H 19.1497 -1.4835 4.5189 -0.302 -0.398 -0.229
H 11.1412 -1.8532 12.1889 0.150 -0.349 -0.225
H 14.3663 4.7694 2.8337 -0.318 -0.110 -0.025
H 10.7214 2.3208 7.8536 0.274 -0.024 0.164